(1)
Entry from the Open Molecules 2025 dataset: an isolated molecule of C12H12N2 (ωB97M-V with the def2-TZVPD basis set).

For the energy above the lowest of the compared OMol25 structures with the same formula, charge and spin, the calculation gives 6.899 eV. Its SMILES is C1=CN2\N=C/C=C\C=C/C=C\C=C\2C1. The calculation puts the LUMO energy at -0.082 eV. For the total energy, the calculation gives -15612.41125 eV. The calculation puts the gap between HOMO and LUMO at 6.81 eV. The HOMO energy comes out at -6.9 eV.

CARTESIAN COORDINATES (ANGSTROEM)
C 0.106 2.457 0.876
C -0.599 1.489 1.701
C 2.131 -1.274 1.067
C 0.830 2.027 -0.171
C -1.044 0.315 1.281
C 1.875 0.139 0.942
C -1.878 -0.640 -2.247
C -0.922 -1.548 -1.873
C 1.402 -2.267 0.521
C -1.845 0.350 -1.175
C 1.446 0.723 -0.161
C -0.961 -0.253 -0.102
N 0.220 -2.504 -0.084
N -0.455 -1.431 -0.566
H -0.325 3.472 1.028
H -0.802 1.675 2.732
H 2.841 -1.560 1.800
H 1.088 2.597 -1.065
H -1.559 -0.253 2.081
H 2.050 0.722 1.845
H -2.438 -0.799 -3.151
H -0.658 -2.361 -2.535
H 1.917 -3.218 0.673
H -1.277 1.161 -1.551
H -2.927 0.684 -0.823
H 1.785 0.296 -1.045

Quick look at the natural (NBO) charges, all values in e: -0.302 -0.150 -0.407 -0.157 -0.295 -0.105 -0.218 -0.017 0.037 -0.498 -0.368 0.323 -0.404 -0.134 0.220 0.212 0.209 0.208 0.237 0.191 0.240 0.232 0.191 0.280 0.257 0.215

=====

(2)
Entry from the Open Molecules 2025 dataset: a structure of composition C43H60BN10Re (ωB97M-V with the def2-TZVPD basis set).

For the energy above the lowest of the compared OMol25 structures with the same formula, charge and spin, the calculation gives 0.000 eV. As for the expectation value of S²: 0.768. As for the spin multiplicity: 2. As for the charge: +3. The calculation puts the LUMO energy (spin up / spin down) at -9.702 / -10.087 eV. For the total energy, the calculation gives -63252.16711 eV. The calculation puts the gap between HOMO and LUMO (spin up / spin down) at 6.91 / 6.49 eV. The HOMO energy (spin up / spin down) comes out at -16.6 / -16.6 eV.

CARTESIAN COORDINATES (ANGSTROEM)
Re -0.299 -0.182 -0.074
C -1.752 -2.889 -1.389
C -0.675 -3.723 -0.766
C 0.690 -3.230 -1.068
C 1.645 -4.129 -1.515
C 2.949 -3.725 -1.725
C 3.261 -2.402 -1.481
C 2.269 -1.551 -1.054
N 0.975 -1.926 -0.851
N -2.156 -1.703 -0.579
C -2.772 -2.234 0.670
C -2.056 -1.882 1.915
C -2.449 -2.442 3.116
C -1.940 -1.938 4.299
C -1.057 -0.870 4.228
C -0.673 -0.401 2.995
N -1.140 -0.916 1.830
C -3.233 -1.053 -1.361
C -2.795 0.194 -2.010
C -3.536 0.749 -3.036
C -3.182 1.987 -3.532
C -2.091 2.638 -2.966
C -1.385 2.017 -1.964
N -1.718 0.792 -1.482
H -2.645 -3.504 -1.516
H -1.467 -2.556 -2.377
H -0.769 -4.741 -1.136
H -0.797 -3.789 0.319
H 1.353 -5.159 -1.689
H 3.702 -4.431 -2.059
H 4.263 -2.015 -1.620
H 2.517 -0.525 -0.869
H -2.905 -3.313 0.607
H -3.770 -1.822 0.769
H -3.183 -3.240 3.115
H -2.246 -2.350 5.254
H -0.674 -0.391 5.120
H -0.004 0.438 2.924
H -4.037 -0.787 -0.692
H -3.660 -1.740 -2.090
H -4.392 0.208 -3.426
H -3.740 2.437 -4.344
H -1.784 3.621 -3.299
H -0.545 2.509 -1.514
C 0.723 5.095 0.462
C -0.147 3.906 0.729
C -1.450 3.866 1.165
C -1.811 2.536 1.296
N -0.757 1.744 0.852
N 0.245 2.647 0.542
B 1.677 2.193 0.305
N 2.003 1.073 1.279
N 1.435 -0.186 1.199
C 2.109 -0.960 2.148
C 3.073 -0.159 2.731
C 2.983 1.099 2.178
C 3.796 2.316 2.495
C 2.013 -2.423 2.636
C 2.148 -2.423 4.176
C 3.245 -3.175 2.099
C 0.738 -3.192 2.266
N 1.825 1.681 -1.118
N 0.971 0.730 -1.639
C 1.334 0.611 -2.965
C 2.403 1.465 -3.205
C 2.691 2.116 -2.032
C 3.752 3.136 -1.752
C 0.779 -0.205 -4.139
C 1.776 -1.303 -4.544
C -0.571 -0.837 -3.867
C 0.625 0.749 -5.341
C -3.123 2.175 1.982
C -4.114 3.341 1.845
C -2.850 1.981 3.483
C -3.779 0.946 1.384
H 0.157 6.005 0.637
H 1.076 5.102 -0.570
H 1.601 5.111 1.111
H -2.053 4.725 1.420
H 2.427 3.101 0.491
H 3.771 -0.455 3.501
H 4.439 2.105 3.347
H 3.162 3.168 2.741
H 4.431 2.603 1.654
H 3.168 -2.210 4.498
H 1.894 -3.417 4.551
H 1.486 -1.700 4.651
H 4.171 -2.651 2.343
H 3.201 -3.309 1.021
H 3.282 -4.163 2.564
H 0.042 -3.232 3.105
H 0.985 -4.222 1.999
H 0.224 -2.747 1.431
H 2.911 1.609 -4.149
H 4.339 3.298 -2.651
H 4.426 2.808 -0.960
H 3.324 4.093 -1.447
H 1.774 -2.130 -3.837
H 2.795 -0.918 -4.630
H 1.482 -1.700 -5.518
H -0.618 -1.189 -2.846
H -0.724 -1.689 -4.537
H -1.382 -0.130 -4.041
H 1.588 1.010 -5.787
H 0.115 1.673 -5.057
H 0.033 0.254 -6.115
H -3.814 4.212 2.431
H -5.086 3.019 2.227
H -4.244 3.643 0.803
H -2.401 2.880 3.910
H -2.184 1.145 3.677
H -3.794 1.795 4.003
H -4.383 1.226 0.515
H -4.436 0.466 2.116
H -3.024 0.238 1.071

Here are the Mulliken charges for atoms 1 to 99, given in e: 4.204 -1.930 -0.959 0.581 -1.180 -1.277 -0.865 0.143 1.364 -0.055 -2.534 1.557 -1.344 -1.335 -0.551 -1.131 1.443 -2.087 0.659 -1.404 -0.973 -1.356 -0.006 1.257 0.780 0.724 0.834 0.093 0.602 0.517 0.616 -0.219 0.960 0.846 0.651 0.500 0.669 0.442 0.902 0.676 0.661 0.521 0.648 0.370 -1.366 0.688 -1.188 -0.774 1.117 -0.151 -2.618 0.305 0.629 -0.744 -1.138 0.717 -1.556 1.951 -1.823 -1.506 -1.068 0.409 0.734 -0.245 -1.259 0.839 -1.375 1.938 -1.712 -0.669 -1.817 2.134 -2.132 -1.762 -1.331 0.527 0.226 0.221 0.602 -0.081 0.704 0.540 0.270 0.190 0.499 0.437 0.381 0.384 0.277 0.551 0.361 0.887 -0.931 0.693 0.549 0.224 0.213 0.218 0.367

=====

(3)
Entry from the Open Molecules 2025 dataset: a structure of composition C49H50ClLuN5O4S7Si (ωB97M-V with the def2-TZVPD basis set).

For the energy above the lowest of the compared OMol25 structures with the same formula, charge and spin, the calculation gives 0.000 eV. As for the charge: -1. The calculation puts the LUMO energy at 1.122 eV. For the total energy, the calculation gives -197132.01861 eV. The calculation puts the gap between HOMO and LUMO at 3.23 eV. The HOMO energy comes out at -2.1 eV.

CARTESIAN COORDINATES (ANGSTROEM)
Lu -0.377 -1.564 -1.133
N -1.610 0.277 -0.372
S -2.343 0.908 0.695
N -1.636 2.307 1.391
S -0.495 2.336 2.413
N 0.713 1.389 2.480
S 1.427 0.578 1.173
N 0.717 -0.555 0.649
C 1.856 2.008 0.145
C 0.851 2.468 -0.695
C 1.041 3.655 -1.387
C 2.232 4.357 -1.263
C 3.252 3.860 -0.461
C 3.069 2.681 0.249
C 2.939 0.129 1.998
C 3.369 -1.144 1.668
C 4.522 -1.630 2.272
C 5.220 -0.844 3.178
C 4.764 0.430 3.510
C 3.609 0.923 2.924
C 0.028 4.046 2.350
C 1.152 4.399 3.080
C 1.569 5.721 3.081
C 0.856 6.674 2.365
C -0.272 6.309 1.647
C -0.693 4.986 1.634
C -1.106 2.266 4.086
C -0.423 1.568 5.065
C -0.934 1.556 6.355
C -2.109 2.232 6.647
C -2.783 2.928 5.652
C -2.281 2.950 4.362
C -2.802 0.086 2.221
C -1.822 -0.655 2.858
C -2.069 -1.127 4.139
C -3.274 -0.851 4.770
C -4.267 -0.149 4.099
C -4.042 0.321 2.814
C -3.822 1.725 0.106
C -4.191 1.325 -1.166
C -5.264 1.959 -1.780
C -5.945 2.973 -1.118
C -5.565 3.359 0.164
C -4.492 2.737 0.784
H -0.065 1.892 -0.807
H 0.255 4.018 -2.043
H 2.376 5.283 -1.808
H 4.196 4.388 -0.387
H 3.869 2.288 0.863
H 2.775 -1.746 0.978
H 4.863 -2.631 2.039
H 6.120 -1.227 3.645
H 5.304 1.033 4.232
H 3.220 1.898 3.186
H 1.683 3.639 3.643
H 2.449 6.009 3.643
H 1.182 7.708 2.371
H -0.827 7.056 1.092
H -1.563 4.662 1.073
H 0.479 1.029 4.801
H -0.416 1.007 7.132
H -2.505 2.215 7.655
H -3.703 3.452 5.881
H -2.787 3.486 3.567
H -0.898 -0.899 2.348
H -1.315 -1.742 4.617
H -3.463 -1.234 5.767
H -5.228 0.026 4.568
H -4.822 0.852 2.285
H -3.625 0.528 -1.648
H -5.560 1.661 -2.777
H -6.772 3.474 -1.605
H -6.099 4.152 0.673
H -4.169 3.035 1.772
S -2.614 -2.764 0.316
S -2.387 -3.717 2.084
S -0.247 -3.870 2.465
S 0.692 -3.647 0.694
Cl -0.085 0.207 -3.205
O 1.517 2.027 -3.983
N 1.505 1.277 -3.160
C -1.515 -2.843 -5.083
Si -2.557 -2.861 -3.503
C -2.476 -4.614 -2.842
C -4.331 -2.535 -4.063
O -2.066 -1.765 -2.435
H -1.944 -3.490 -5.858
H -0.499 -3.199 -4.868
H -1.437 -1.826 -5.496
H -2.540 -5.365 -3.642
H -3.272 -4.805 -2.117
H -1.525 -4.745 -2.319
H -4.624 -3.250 -4.842
H -4.433 -1.522 -4.477
H -5.031 -2.632 -3.225
C 5.417 -5.403 -5.874
C 4.434 -4.693 -4.975
C 3.866 -5.335 -3.885
C 2.955 -4.700 -3.044
C 2.356 -5.450 -1.882
C 2.624 -3.363 -3.301
C 3.196 -2.691 -4.389
C 2.859 -1.254 -4.693
C 4.083 -3.371 -5.215
C 1.620 -2.670 -2.409
O 0.473 -3.185 -2.290
O 1.924 -1.612 -1.789
H 5.517 -6.451 -5.588
H 6.405 -4.939 -5.812
H 5.098 -5.362 -6.918
H 4.128 -6.370 -3.681
H 2.797 -6.445 -1.802
H 1.277 -5.546 -1.993
H 2.508 -4.924 -0.938
H 1.809 -1.156 -4.986
H 3.479 -0.880 -5.509
H 3.013 -0.636 -3.809
H 4.507 -2.848 -6.069

Here are the Mulliken charges for atoms 1 to 99, given in e: -0.460 0.199 1.402 -0.051 1.008 -0.060 1.292 0.477 0.863 0.400 -0.849 -0.807 -0.922 -0.603 -0.060 -0.625 -0.896 -0.651 -0.918 0.092 0.740 -0.608 -0.872 -0.591 -0.717 -0.354 0.744 -0.369 -0.696 -0.605 -0.893 -0.524 0.232 0.394 -0.661 -0.795 -0.916 -0.639 -0.116 -1.025 -0.859 -0.662 -1.015 0.358 -0.139 0.532 0.449 0.429 0.483 0.240 0.492 0.390 0.440 0.296 0.155 0.460 0.405 0.460 0.510 0.540 0.446 0.387 0.443 0.121 0.163 0.508 0.414 0.437 0.537 0.625 0.486 0.390 0.438 0.304 -0.179 -0.225 -0.172 -0.288 0.004 -0.286 0.381 -0.783 0.476 -0.850 -1.240 -0.087 0.450 0.045 0.216 0.369 0.272 0.118 0.297 0.243 0.253 -1.484 0.744 -1.016 0.581

=====

(4)
Entry from the Open Molecules 2025 dataset: an isolated molecule of C3H4O2 (ωB97M-V with the def2-TZVPD basis set).

For the energy above the lowest of the compared OMol25 structures with the same formula, charge and spin, the calculation gives 1.702 eV. Its SMILES is C=COC=O. The calculation puts the LUMO energy at 0.939 eV. For the total energy, the calculation gives -7268.98434 eV. The calculation puts the gap between HOMO and LUMO at 10.31 eV. The HOMO energy comes out at -9.4 eV.

CARTESIAN COORDINATES (ANGSTROEM)
C 1.200 0.877 -0.870
C 0.048 1.116 -0.304
C -0.699 -0.950 0.589
H 1.437 -0.107 -1.270
H 1.929 1.696 -0.899
H -0.252 2.196 -0.189
H -1.644 -1.167 1.193
O -0.818 0.418 0.465
O 0.223 -1.527 0.119

Quick look at the natural (NBO) charges, all values in e: -0.479 0.119 0.643 0.226 0.219 0.176 0.142 -0.509 -0.536

=====

(5)
Entry from the Open Molecules 2025 dataset: an isolated molecule of C5H4O2 (ωB97M-V with the def2-TZVPD basis set).

For the energy above the lowest of the compared OMol25 structures with the same formula, charge and spin, the calculation gives 1.294 eV. Its SMILES is O=Cc1ccco1. The calculation puts the LUMO energy at 0.304 eV. For the total energy, the calculation gives -9342.88816 eV. The calculation puts the gap between HOMO and LUMO at 9.43 eV. The HOMO energy comes out at -9.1 eV.

CARTESIAN COORDINATES (ANGSTROEM)
C 2.137 0.230 0.135
C 0.630 0.101 -0.047
C -0.492 0.987 -0.146
C -1.626 0.168 -0.140
C -1.228 -1.126 -0.044
H 2.555 0.954 0.903
H -0.515 2.090 -0.138
H -2.734 0.457 -0.348
H -1.726 -2.133 0.106
O 2.878 -0.587 -0.349
O 0.121 -1.142 0.067

Quick look at the natural (NBO) charges, all values in e: 0.382 0.149 -0.280 -0.322 0.099 0.136 0.238 0.239 0.223 -0.482 -0.381

=====

(6)
Entry from the Open Molecules 2025 dataset: a structure of composition C7H21FN3O10PSSn (ωB97M-V with the def2-TZVPD basis set).

For the energy above the lowest of the compared OMol25 structures with the same formula, charge and spin, the calculation gives 0.514 eV. As for the charge: -2. The calculation puts the LUMO energy at 4.268 eV. For the total energy, the calculation gives -61219.31263 eV. The calculation puts the gap between HOMO and LUMO at 7.39 eV. The HOMO energy comes out at -3.1 eV.

CARTESIAN COORDINATES (ANGSTROEM)
Sn -1.723 -0.610 -0.641
N -1.348 1.840 4.685
C -0.700 1.095 3.563
C 0.314 0.031 3.982
C 1.209 -0.681 2.927
C 2.060 0.311 2.173
N 1.445 0.837 0.956
H -0.662 2.583 4.872
H -1.401 1.285 5.550
H -0.324 1.838 2.864
H -1.544 0.551 3.109
H -0.252 -0.792 4.463
H 0.955 0.473 4.737
H 0.644 -1.259 2.173
H 1.955 -1.318 3.432
H 3.064 -0.052 1.979
H 2.226 1.211 2.810
H 1.494 0.173 0.216
H 1.809 1.718 0.669
C -1.299 0.043 -5.323
O -0.143 0.079 -4.466
P 0.034 -0.762 -3.091
O 0.493 -2.207 -3.616
C -0.170 -3.343 -3.158
O 1.435 -0.118 -2.667
C 2.568 -0.095 -3.558
H -2.070 0.702 -4.931
H -1.697 -0.955 -5.274
H -0.981 0.291 -6.301
H 0.450 -3.809 -2.345
H -0.291 -4.040 -4.022
H -1.108 -3.086 -2.721
H 3.365 0.308 -3.023
H 2.441 0.519 -4.418
H 2.845 -1.054 -3.972
O -2.950 -2.510 -3.846
S -3.571 -1.609 -2.869
O -3.122 -0.194 -2.907
O -3.051 -2.146 -1.477
O -5.013 -1.637 -2.884
O 1.707 5.343 5.893
N 0.749 4.580 5.609
O 0.993 3.440 5.199
O -0.452 4.981 5.674
F -0.387 -1.957 -0.024

Quick look at the natural (NBO) charges, all values in e: 1.379 -0.863 -0.223 -0.409 -0.416 -0.215 -0.850 0.404 0.325 0.204 0.163 0.179 0.201 0.230 0.188 0.147 0.192 0.361 0.356 -0.254 -0.851 1.733 -0.837 -0.252 -0.824 -0.252 0.211 0.216 0.162 0.164 0.173 0.237 0.180 0.179 0.181 -1.053 2.569 -1.089 -1.138 -1.024 -0.562 0.709 -0.554 -0.561 -0.815